C2H7N3S in the gas phase at a distorted geometry, computed with ωB97M-V/def2-TZVPD.

Structure (XYZ):
```
13
Properties=species:S:1:pos:R:3:forces:R:3:mulliken_charge:R:1
H -1.07933 -1.62307 -1.50720 -1.9 -0.1 1.8 0.2509
N -1.49877 -1.37588 -0.52839 2.4 0.0 -2.5 -0.7391
C -0.64239 -0.46384 -0.20098 -3.9 -1.5 1.7 0.4121
C 0.31368 0.11415 -1.11283 0.0 -0.6 0.1 -0.4919
N 1.58753 0.16795 -0.51589 2.1 -0.3 1.8 -0.6361
N -0.70683 -0.08641 1.13449 -1.6 1.6 1.9 -0.3293
S -0.39255 1.58737 1.55156 1.3 -0.9 1.2 -0.2035
H 0.25056 -0.63555 -1.89252 0.7 0.6 -1.0 0.3538
H -0.02132 1.06475 -1.40310 -0.4 1.3 -0.9 0.2826
H 1.56648 -0.66644 0.08385 1.0 0.2 -0.3 0.2854
H 1.66755 0.90667 0.21060 -0.3 -0.3 -1.1 0.3129
H -1.63757 -0.31169 1.61805 2.0 -0.2 -1.4 0.3362
H 0.59296 1.32199 2.56237 -1.3 0.4 -1.4 0.1662
```
Forces are in eV/Å.

LUMO = 0.58 eV
E = -642.7975 Eh
charge = 0
gap between HOMO and LUMO = 9.95 eV
structure (SMILES) = [H]/N=C(\CN)NS
E_HOMO = -9.4 eV